Density functional theory data (the ωB97M-V functional and the def2-TZVPD basis) for a molecular structure, C24H48F12Li2O18P2 in a non-equilibrium geometry.

Properties
Orbital gap = 0.3706 hartree

Structure (XYZ):
```
106
C24H48F12Li2O18P2, DFT the ωB97M-V functional and the def2-TZVPD basis
P -0.63698 -0.80933 0.55994
P -3.80979 -2.82326 4.51000
F -5.47313 -2.65891 4.49274
F -1.28141 -1.96772 -0.36262
F 0.86815 -1.15822 0.04400
F -0.51277 -1.79037 1.80175
F -0.15511 0.39586 1.51671
F -3.99001 -4.30549 3.89868
F -2.23889 -3.02921 4.54315
F -0.88106 0.31364 -0.60818
F -3.88075 -2.09509 3.08499
F -4.07654 -3.35527 6.03771
F -3.56168 -1.36252 5.22750
F -2.20754 -0.63310 1.13706
O -5.02557 2.73300 -0.90264
O -4.89164 0.95138 -2.20134
O 4.02289 -1.07733 2.92036
O 0.45663 -0.69703 -4.29938
O 1.84572 0.86185 -4.65357
O -2.89153 2.29729 5.33811
O 4.23955 -1.15338 0.65982
O 4.42233 2.92066 -0.80306
O 2.65966 -2.88753 -1.35035
O 2.00904 -0.27240 -2.68968
O 3.01046 1.18163 -0.50579
O 2.34455 3.14704 -1.34141
O -2.10785 0.97347 3.69540
O -6.64334 2.11966 -2.46452
O 5.14252 -2.73598 2.01825
O 2.48642 -5.06045 -0.74004
O 3.33187 -4.56747 -2.65347
O -2.86665 3.08700 3.31998
C 0.95846 2.84596 -1.19865
C 3.81445 -3.75217 -3.69437
C -3.56371 0.62116 -1.85146
C -2.44790 1.46405 6.43769
C 3.12442 1.41826 -4.54507
C -2.58903 2.00874 4.08632
C 2.90843 0.53182 4.23095
C -2.59035 2.97422 1.89542
C -8.49523 2.48891 -0.96972
C 2.80969 -4.07341 -1.55490
C 5.46756 2.34634 -0.04804
C 2.03402 -4.74301 0.58446
C -3.20529 4.18028 1.20030
C -5.45128 2.03827 -1.81680
C -1.68236 -1.77178 -4.15777
C -0.31462 -1.66116 -3.53642
C 3.30764 0.11342 2.78819
C -7.63004 3.08591 -2.08588
C 3.21914 2.28997 -0.90319
C 4.48242 -1.60863 1.78117
C 0.23894 4.17467 -1.47549
C 1.45470 -0.08186 -3.78352
C 5.66781 -3.37261 0.91527
C 5.33390 -3.77048 -3.56468
Li -1.62813 -1.23297 3.36925
Li 2.84568 -0.73638 -1.06755
H -8.18732 3.47774 -2.93382
H 2.21066 1.36740 4.19333
H -7.95478 1.87176 -0.25356
H 3.51124 -4.21767 -4.63112
H 0.99842 -5.08059 0.57935
H -7.05478 3.92003 -1.67742
H 2.39884 0.07763 2.18637
H -2.27812 -2.45178 -3.54707
H 0.57143 2.13303 -1.92551
H 3.64906 0.77693 4.99588
H 3.33084 -2.78005 -3.58887
H 2.08674 -3.69179 0.86325
H -2.87348 1.44541 -2.02551
H -2.10442 2.14790 7.21187
H 2.58060 -5.31241 1.33467
H -1.58778 0.81809 6.26164
H 6.33856 2.99772 -0.11067
H 3.28164 1.88285 -3.57263
H 0.68793 4.89018 -0.78337
H 0.25807 4.50476 -2.51118
H -9.08540 3.27904 -0.50587
H -2.18159 -0.84002 -4.40719
H -9.21192 1.76873 -1.37184
H 0.70498 2.57088 -0.17584
H 3.31694 2.15054 -5.32734
H -3.46832 0.20252 -0.85036
H 5.78108 -3.53491 -2.60183
H -0.38810 -1.21157 -2.54438
H 3.83839 0.62116 -4.76526
H -1.57341 -2.39473 -5.04969
H -2.85585 5.14652 1.56365
H 0.24367 -2.58484 -3.39080
H -2.97393 4.18955 0.13347
H -0.77658 4.14899 -1.07696
H -4.28994 4.08110 1.22216
H 5.76835 1.36725 -0.41950
H -3.27841 -0.19651 -2.51087
H -1.51040 2.88676 1.77851
H -3.28575 0.84554 6.75076
H 6.19476 -2.74237 0.19985
H 5.02568 -4.04620 0.34271
H 6.36585 -4.06694 1.38897
H 5.72639 -4.69349 -3.99192
H 5.19665 2.36027 1.00832
H 5.71398 -3.04965 -4.29538
H 3.94887 0.86626 2.32622
H -3.08385 2.10245 1.46581
H 2.49768 -0.32341 4.77339
```

***

Density functional theory data (the ωB97M-V functional and the def2-TZVPD basis) for 6 unconnected molecules or ions with the total composition C24H48F6O20P2S2 in a non-equilibrium geometry.

Properties
Structure (SMILES) = CCOC(=O)C(F)(F)F.CCOC(=O)C(F)(F)F.CCOP(=O)(OCC)OCC.CCOP(=O)(OCC)OCC.O=S1(=O)OCCO1.O=S1(=O)OCCO1
Orbital gap = 0.4115 hartree

Structure (XYZ):
```
102
C24H48F6O20P2S2, DFT the ωB97M-V functional and the def2-TZVPD basis
S -22.36601 13.37713 15.92614
S -23.37528 7.96070 13.27524
P -21.65216 7.22540 18.99485
P -25.02044 13.73618 10.76757
F -27.88501 10.97073 15.35389
F -25.76809 10.63986 15.59897
F -18.91740 11.87659 17.35456
F -19.14795 12.40491 15.29461
F -27.14781 9.83759 17.07721
F -18.85944 10.32714 15.81420
O -23.25918 7.17297 19.01545
O -22.81153 8.10343 14.59387
O -22.72599 6.95655 12.46851
O -26.28202 11.97688 18.30718
O -21.30175 6.24380 17.79669
O -16.27476 11.57765 17.02580
O -21.21529 8.62621 18.89763
O -25.02253 12.27335 10.59606
O -23.46133 9.35585 12.46959
O -23.76727 13.63697 15.72580
O -21.45312 14.42277 16.17023
O -25.66929 14.57874 9.58917
O -24.97251 7.67142 13.25184
O -16.55631 11.96638 14.84590
O -22.21867 12.23234 17.10605
O -23.56080 14.39491 10.86417
O -27.04374 13.22973 16.65245
O -25.80390 14.27088 12.06401
O -21.25342 6.44394 20.33695
O -21.84481 12.36857 14.77050
C -25.58133 16.01388 9.64899
C -24.25679 8.07330 21.06598
C -22.64701 14.16872 11.96158
C -21.67158 5.08910 20.56430
C -25.97745 13.14690 19.09839
C -14.85988 11.71780 16.92191
C -26.35976 13.31616 12.99642
C -25.56935 8.23802 12.08327
C -26.98008 16.62726 9.42276
C -26.92021 10.87286 16.24456
C -18.51936 11.58564 16.12545
C -24.93574 12.76070 20.12030
C -22.47022 11.09977 15.02877
C -26.77415 12.15101 17.10638
C -22.72893 15.30670 12.93481
C -24.03704 8.23818 19.53277
C -20.39584 4.28974 20.80948
C -22.45840 10.96596 16.55720
C -16.99105 11.70703 15.92186
C -27.73267 12.85075 12.50712
C -20.08255 6.05431 15.65111
C -14.41250 13.16177 16.86668
C -20.06442 6.49342 17.12241
C -24.65616 9.40590 11.71068
H -14.45404 11.23607 17.80985
H -21.64480 14.18677 11.53121
H -20.60697 3.21649 20.87801
H -22.40091 4.96123 21.36794
H -24.80071 16.35650 8.97542
H -28.37098 13.72191 12.35425
H -23.44363 7.46816 21.46006
H -25.56125 7.45716 11.32077
H -14.67190 13.60958 15.90595
H -23.55793 9.17740 19.25443
H -19.83829 4.53402 21.71007
H -19.07488 6.12427 15.23536
H -24.26252 9.05616 21.53456
H -26.89956 13.53890 19.52890
H -24.54655 9.53964 10.62875
H -28.15527 12.31876 13.36044
H -25.62249 13.88436 18.37660
H -23.49503 11.09969 14.66261
H -19.75828 4.38361 19.93003
H -14.72975 13.74941 17.72317
H -25.04205 8.27994 19.11135
H -20.75146 6.72074 15.11307
H -23.73008 15.58331 13.27732
H -13.31932 13.17069 16.80851
H -24.00142 12.47929 19.63147
H -25.22024 12.00538 20.84736
H -22.22149 4.76040 19.67749
H -21.77087 10.20876 16.93353
H -22.84150 13.15659 12.31726
H -20.27931 4.98689 15.54688
H -25.30421 16.36365 10.64302
H -24.67065 13.68091 20.64912
H -27.64677 12.27455 11.59074
H -22.37966 16.25491 12.51979
H -27.14823 17.35462 10.21170
H -25.69761 12.44959 13.06750
H -25.11327 10.39364 11.85628
H -22.17211 15.13361 13.85625
H -23.47082 10.61514 16.78867
H -27.72510 15.83417 9.49619
H -14.48470 11.17794 16.05090
H -21.87490 10.35397 14.51724
H -26.37845 13.81209 13.96381
H -27.14552 17.04244 8.42948
H -19.24535 5.97282 17.62543
H -26.58128 8.55237 12.32271
H -25.20960 7.57443 21.22633
H -19.80186 7.55191 17.11730
```